Molecular formula: C6H10O
Method: DFT, ωB97M-V/def2-TZVPD

Values from the calculation:
**Lowest unoccupied orbital energy**: 0.981 eV
**Charge**: 0
**HOMO level**: -9.2 eV
**Structure (SMILES)**: CC1(O)CC=CC1
**DFT total energy**: -8430.7753 eV
**Kohn-Sham gap**: 10.18 eV

Positions of all 17 atoms, in Å:
C (-0.14, 1.78, -0.22)
C (-0.23, 0.37, 0.33)
O (-1.06, 0.52, 1.48)
C (1.10, -0.37, 0.69)
C (0.95, -1.72, 0.03)
C (-0.11, -1.79, -0.77)
C (-0.88, -0.50, -0.80)
H (-1.11, 2.02, -0.65)
H (0.64, 1.87, -0.99)
H (-0.03, 2.47, 0.67)
H (-0.88, 1.46, 1.73)
H (1.98, 0.15, 0.31)
H (1.21, -0.45, 1.78)
H (1.65, -2.54, 0.20)
H (-0.39, -2.64, -1.38)
H (-1.95, -0.59, -0.62)
H (-0.77, -0.03, -1.79)

Löwdin population analysis, charges in e, atoms 1 to 5: atom 1 (C): -0.0441, atom 2 (C): -0.5541, atom 3 (O): -0.0341, atom 4 (C): -0.1058, atom 5 (C): -0.0903

=====

Molecular formula: C4H5IN2O
Method: DFT, ωB97M-V/def2-TZVPD

Values from the calculation:
**Lowest unoccupied orbital energy**: -0.709 eV
**Charge**: 0
**HOMO level**: -10.2 eV
**Structure (SMILES)**: C[C@@](I)(C#N)C(N)=O
**DFT total energy**: -17356.6583 eV
**Kohn-Sham gap**: 9.45 eV

Positions of all 13 atoms, in Å:
C (-1.05, 1.51, 0.62)
C (0.38, 0.25, -0.89)
C (0.66, -0.40, 1.47)
C (-0.44, 0.20, 0.41)
N (-1.55, 2.55, 0.57)
N (0.15, -0.64, -1.92)
O (1.27, 1.05, -0.96)
I (-2.32, -1.07, 0.23)
H (0.89, -1.45, 1.37)
H (1.56, 0.22, 1.23)
H (0.40, -0.28, 2.59)
H (-0.48, -1.43, -1.88)
H (0.53, -0.52, -2.83)

Löwdin population analysis, charges in e, atoms 1 to 5: atom 1 (C): -0.3260, atom 2 (C): -0.5945, atom 3 (C): -0.0594, atom 4 (C): -0.6462, atom 5 (N): 0.1794